Here is a 10-piece molecular cluster, C30H87O39P9 overall in a non-equilibrium geometry from OMol25. Energies are from ωB97M-V/def2-TZVPD.

Each line ends with the Mulliken charge.
Element x y z (Å)
H -2.384 4.689 -2.746  0.272
H -1.147 6.563 -6.622  0.291
H 1.757 5.644 -0.385  0.259
H -6.017 -3.087 1.787  0.011
H -6.160 -3.395 -3.206  0.490
C 0.555 0.012 -0.895  -0.562
H 4.084 1.550 -1.365  -0.196
H 1.358 1.060 4.891  0.299
C -1.335 4.693 -2.449  -0.391
H 3.018 -2.807 1.844  0.524
H 0.218 -0.848 -5.537  0.327
O -5.393 3.342 2.936  -0.376
C 1.720 1.631 -2.261  -1.373
H -2.944 0.119 5.487  0.401
H 6.907 1.195 0.466  0.402
H -6.327 2.508 1.155  0.265
H -2.393 -5.873 -3.425  -0.135
H -1.325 -0.843 1.408  -0.432
H -2.489 -4.797 4.240  0.372
H 1.897 2.686 -2.053  0.293
H -1.968 -2.085 -3.110  -0.107
C -3.242 -6.469 -0.794  -0.965
H -3.408 -3.474 3.652  0.161
H 4.640 -2.628 5.594  0.428
H 2.788 -1.772 0.539  0.189
O 0.862 5.794 -3.960  -0.241
H 3.259 1.240 3.115  0.182
O -1.721 -1.466 4.878  0.370
H -1.216 4.977 -7.443  0.286
C 2.817 -1.758 1.629  0.168
H -0.910 -1.960 0.120  -0.051
O -0.578 3.307 2.552  -0.221
O 1.577 2.063 2.213  0.884
C 0.402 -1.873 -5.216  -0.878
O 6.416 -0.272 1.995  -0.430
H 5.699 7.191 -1.038  0.255
H 1.888 -1.512 2.143  -0.723
C -1.985 -5.659 -4.413  0.049
H -6.293 4.238 1.327  0.247
H 1.183 -4.368 6.592  0.280
H -0.878 3.139 0.505  -0.054
O -0.510 3.805 -3.241  -0.218
P 1.282 -3.370 -3.189  0.144
H -2.297 -6.954 -1.041  0.388
P 1.006 3.557 2.457  -0.048
H 5.886 1.731 -1.545  0.485
H 2.653 5.762 -4.925  0.364
H 0.142 5.842 0.261  0.309
H -1.311 -4.805 -4.357  0.046
H -1.240 1.630 1.493  -0.226
H 2.435 1.134 -2.918  0.290
O 7.123 3.951 -3.190  -0.781
C 4.905 1.915 -1.982  -0.388
O -5.132 -4.860 1.096  -0.335
H 7.172 6.545 -1.832  0.341
C 0.549 0.331 4.845  -0.125
O -5.929 1.639 4.634  -0.418
H 3.484 2.832 2.293  0.596
C 1.170 -3.280 6.519  -0.643
C -0.491 -1.262 0.845  0.083
H 8.543 3.816 -0.868  0.318
O 1.754 -4.380 -4.133  -0.777
H -3.618 -2.004 -2.474  0.212
O 4.736 3.238 -2.324  0.253
H -2.211 3.212 1.421  0.278
O 5.333 5.712 -2.287  -0.218
H -0.570 -2.361 -5.293  0.251
O 1.470 0.975 -0.987  0.337
P -3.634 -4.269 0.858  0.049
C 6.100 0.850 1.112  -0.060
H 3.366 1.395 1.379  0.028
O 5.629 -2.561 1.038  -0.645
P -0.689 -1.639 6.117  0.522
H -3.619 -0.147 1.596  -0.186
H -3.456 -1.128 4.127  -0.119
P 5.485 -1.574 2.133  0.463
C -5.791 -4.307 -2.736  -0.770
P 5.983 4.232 -2.262  0.354
H -4.401 1.089 0.649  0.373
H 3.835 -1.424 -2.408  0.147
O 5.652 -2.004 3.703  -0.403
C 4.548 -2.383 4.536  -0.679
H -1.246 4.506 -1.379  0.006
O -3.633 -2.750 0.695  -0.008
O -0.883 4.809 -5.501  -0.384
C -2.956 -2.545 -3.151  0.473
C 2.969 1.871 2.275  -0.912
C 7.764 4.359 -0.331  -0.771
H -7.358 0.277 4.822  0.265
H 4.547 -3.114 -2.290  0.277
H 3.954 -3.200 4.126  0.335
C 0.037 -5.048 -1.629  -0.367
O -5.255 -4.093 -6.007  -0.742
P 0.341 4.350 -4.528  1.328
H -5.683 -0.306 4.585  -0.035
C -0.716 5.563 -6.672  -0.761
H 1.094 -2.890 7.534  0.403
H -0.070 -1.917 1.607  0.125
C -3.047 -0.899 5.111  -0.526
H 5.972 7.600 -2.715  0.257
O 0.310 -2.756 5.509  -0.204
H 0.460 -5.820 -2.273  0.489
O 1.270 4.091 0.902  0.090
H 3.896 -1.518 4.658  0.214
O -1.287 -1.901 7.482  -0.740
O 0.237 -0.291 6.019  -0.490
H -6.248 0.256 6.214  0.240
H -3.562 -1.641 5.721  0.391
O -5.328 0.773 2.426  -0.318
O 6.432 4.200 -0.657  -0.048
H 0.918 -2.543 -5.904  0.389
H -6.403 -3.605 0.142  0.221
O -3.403 1.958 3.732  -0.413
H -1.073 5.743 -2.579  0.298
O 1.318 3.449 -5.209  -0.773
H -5.559 -3.943 -1.736  -0.043
O 2.447 -2.862 -2.172  -0.218
H 0.801 1.800 -2.822  0.564
O -2.720 -4.781 2.101  -0.433
H -7.147 -4.263 1.635  0.326
P -4.242 -4.200 -4.913  0.797
O 1.110 -1.951 -3.953  0.139
H 0.813 -5.069 -0.864  0.357
H -3.900 -6.561 -1.658  0.165
H -6.460 -5.163 -2.829  0.316
C -1.239 2.718 1.443  0.145
O -3.498 -2.786 -4.471  -0.380
C 1.147 5.497 0.506  -0.892
C -6.436 3.312 1.884  -0.589
H 8.016 5.417 -0.409  0.280
C -2.567 -4.116 3.392  -0.453
H -2.820 -3.514 -2.670  -0.209
O -4.676 -4.788 -3.471  -0.106
H -3.650 -7.054 0.030  0.434
H -0.313 0.985 4.713  0.139
H -1.373 -6.486 -4.772  0.397
H 5.296 0.566 0.433  -0.201
O 3.980 -0.951 2.174  0.169
H 2.477 7.124 -3.819  0.240
C 3.703 -2.491 -2.587  -0.755
H 3.662 -2.505 -3.676  0.377
H 1.510 6.928 -5.419  0.274
H 7.689 3.858 0.634  0.233
P -4.861 1.935 3.510  0.890
H 5.734 1.718 1.659  0.206
H 0.308 5.743 -6.998  0.325
C -6.217 -3.954 1.158  -0.320
H 1.507 6.204 1.253  0.348
H 2.145 -3.066 6.083  0.024
O -2.969 -5.067 -0.451  0.209
C 1.943 6.485 -4.522  -0.773
H -7.420 3.403 2.344  0.279
O -0.132 -0.348 -1.834  -0.419
H 0.713 -0.377 4.033  0.126
O 0.034 -3.778 -2.279  0.886
C -4.586 0.312 1.391  -0.131
O 1.686 4.218 3.605  -0.789
C -6.320 0.387 5.134  -0.259
H -0.902 -5.302 -1.137  -0.607
O 0.404 -0.252 0.398  0.727
H -5.044 -0.509 0.838  0.259
H -1.615 -3.587 3.330  0.187
C 6.126 6.819 -1.970  -0.691
O -3.017 -5.235 -5.321  -0.418
H 4.791 1.389 -2.929  0.390

Results
LUMO level: 0.0036 hartree
Maximum force: 4.41 eV Å⁻¹
Energy above the lowest of the compared OMol25 structures with the same formula, charge and spin: 0.00 kcal/mol
Total energy: -195987.0177 eV
Highest occupied orbital energy: -0.3834 Eh
SMILES string: COP(=O)(OC)OC.COP(=O)(OC)OC.COP(=O)(OC)OC.COP(=O)(OC)OC.COP(=O)(OC)OC.COP(=O)(OC)OC.COP(=O)(OC)OC.COP(=O)(OC)OC.COP(=O)(OC)OC.COC(=O)OC